Here is C19H37FeN2P as an isolated structure in a non-equilibrium geometry from the Open Molecules 2025 dataset. Energies are from the ωB97M-V functional and the def2-TZVPD basis.

Results
**M**: 380.3 g mol⁻¹
**Gap between HOMO and LUMO (spin up / spin down)**: 5.6483 / 5.2359 eV
**Energy above the lowest of the compared OMol25 structures with the same formula, charge and spin**: 0.000 eV
**Energy**: -2460.5880 hartree

```
! RIJCOSX wB97M-V def2-TZVPD def2/J DEFGRID3
* xyz -1 6
C -0.402 1.037 -4.489
C 0.995 1.175 -4.251
C 1.166 2.000 -3.103
C -0.124 2.362 -2.624
C -1.095 1.763 -3.478
Fe 0.028 -0.015 -2.406
N -1.287 -1.321 -2.377
C -0.332 -2.367 -2.900
C 1.058 -1.709 -3.095
H 2.120 2.272 -2.649
H 1.795 0.726 -4.842
H -0.336 2.963 -1.739
H -2.179 1.832 -3.366
H -0.863 0.440 -5.278
H 1.422 -1.784 -4.130
H -0.283 -3.209 -2.180
H -2.261 -1.624 -2.382
H 1.814 -2.071 -2.382
H -0.708 -2.757 -3.866
C -2.859 -0.965 1.298
C -1.390 -1.353 1.582
C -1.228 -1.670 3.074
C -1.181 -2.680 0.816
P -0.157 0.064 1.005
N -0.701 0.375 -0.519
C -0.413 1.805 1.870
C -0.160 1.755 3.395
C 0.549 2.863 1.294
C -1.842 2.342 1.657
C 1.721 -0.411 0.846
C 2.482 -0.166 2.164
C 1.908 -1.894 0.521
C 2.391 0.402 -0.280
H -3.545 -1.802 1.551
H -3.007 -0.723 0.222
H -3.208 -0.133 1.911
H -1.882 -2.520 3.367
H -0.177 -1.939 3.307
H -1.543 -0.826 3.702
H -1.259 -2.526 -0.264
H -0.245 -3.193 1.057
H -1.960 -3.421 1.097
H 0.847 1.394 3.656
H -0.266 2.769 3.841
H -0.894 1.127 3.916
H 0.438 2.950 0.207
H 0.347 3.863 1.736
H 1.600 2.643 1.533
H -2.111 2.364 0.581
H -2.582 1.766 2.225
H -1.939 3.374 2.058
H 2.011 -0.716 3.004
H 3.539 -0.502 2.073
H 2.538 0.906 2.414
H 1.285 -2.195 -0.333
H 2.973 -2.123 0.289
H 1.668 -2.512 1.406
H 1.913 0.174 -1.247
H 2.340 1.489 -0.123
H 3.467 0.139 -0.371
*
```

Here is a 21-piece molecular cluster, C6H42O24 overall in a non-equilibrium geometry from the Open Molecules 2025 dataset. Energies are from the ωB97M-V functional and the def2-TZVPD basis.

Results
**M**: 498.4 g mol⁻¹
**Gap between HOMO and LUMO (spin up / spin down)**: 3.6522 / 5.6020 eV
**Energy**: -2059.5963 hartree

```
! RIJCOSX wB97M-V def2-TZVPD def2/J DEFGRID3
* xyz -3 2
C 16.786 15.397 -15.663
C 17.410 14.396 -15.004
C 18.873 14.424 -14.666
O 19.514 13.415 -14.116
C 19.684 15.456 -15.042
C 19.180 16.517 -15.884
C 17.600 16.481 -16.265
O 17.145 17.277 -17.115
O 19.901 17.291 -16.553
O 16.525 13.476 -14.606
H 15.731 15.301 -15.873
H 20.734 15.463 -14.786
O 20.484 16.006 -11.705
H 20.471 16.846 -12.165
H 20.707 15.366 -12.381
O 21.255 18.313 -12.885
H 21.171 19.226 -13.158
H 21.620 17.866 -13.649
O 23.046 16.885 -14.607
H 22.757 16.988 -15.513
H 23.085 15.938 -14.473
O 15.619 13.016 -17.579
H 15.723 13.506 -18.395
H 16.029 13.569 -16.914
O 17.909 16.252 -19.656
H 17.061 15.877 -19.419
H 18.089 16.891 -18.966
O 19.415 18.988 -18.405
H 19.238 18.328 -17.735
H 20.167 18.644 -18.888
O 18.775 13.317 -17.921
H 18.813 12.973 -17.029
H 19.517 13.919 -17.978
O 16.327 19.070 -14.639
H 16.928 18.925 -13.908
H 16.721 18.595 -15.370
O 15.869 13.616 -11.678
H 16.133 13.779 -12.584
H 15.471 14.438 -11.392
O 16.419 19.545 -19.601
H 16.862 19.183 -18.834
H 17.103 19.604 -20.268
O 20.947 14.976 -18.081
H 20.693 15.342 -17.233
H 21.090 15.740 -18.639
O 17.326 10.461 -14.880
H 17.162 11.403 -14.853
H 16.842 10.155 -15.647
O 17.077 16.223 -12.320
H 16.839 15.852 -13.170
H 17.629 16.976 -12.533
O 21.678 12.324 -16.103
H 21.245 11.924 -16.856
H 20.962 12.576 -15.520
O 22.175 18.150 -17.528
H 21.421 17.863 -17.013
H 22.096 19.103 -17.559
O 14.098 11.482 -13.838
H 14.706 12.219 -13.779
H 13.502 11.719 -14.549
O 23.504 14.110 -14.806
H 22.791 13.638 -15.236
H 24.190 14.167 -15.471
O 15.182 15.815 -18.371
H 14.522 15.866 -17.680
H 16.001 16.054 -17.939
O 14.041 18.823 -17.535
H 14.996 18.794 -17.590
H 13.861 19.321 -16.738
O 19.675 10.797 -13.188
H 19.140 10.535 -13.937
H 19.576 11.748 -13.143
*
```

Here is C5H19CuN9O8 as an isolated structure in a non-equilibrium geometry from the Open Molecules 2025 dataset. Energies are from the ωB97M-V functional and the def2-TZVPD basis.

Results
**M**: 396.8 g mol⁻¹
**Gap between HOMO and LUMO (spin up / spin down)**: 8.2047 / 6.9730 eV
**Energy above the lowest of the compared OMol25 structures with the same formula, charge and spin**: 0.723 eV
**Energy**: -2937.1055 hartree

```
! RIJCOSX wB97M-V def2-TZVPD def2/J DEFGRID3
* xyz 0 2
Cu -0.477 -0.135 -0.142
N -1.776 1.181 2.846
O -2.226 0.277 3.586
O -1.313 0.848 1.715
O -1.739 2.367 3.174
C -3.490 -1.624 0.089
O -2.324 -1.301 -0.591
H -3.747 -0.895 0.864
H -4.282 -1.524 -0.668
H -3.587 -2.641 0.485
C 0.564 -1.986 2.408
O 0.540 -1.356 1.348
N -0.410 -1.852 3.325
N 1.581 -2.832 2.747
H -1.173 -1.193 3.174
H -0.323 -2.335 4.198
H 2.447 -2.642 2.277
H 1.417 -3.401 3.553
C 1.795 2.120 0.717
O 1.287 1.113 0.231
N 1.119 2.955 1.544
N 2.994 2.570 0.277
H 0.211 2.657 1.888
H 1.496 3.792 1.946
H 3.423 3.334 0.766
H 3.522 1.915 -0.271
C 0.885 -2.259 -2.191
O 0.769 -1.260 -1.488
N 1.436 -3.403 -1.729
N 0.491 -2.279 -3.491
H 1.645 -3.383 -0.746
H 1.415 -4.199 -2.337
H 0.104 -1.433 -3.866
H 0.471 -3.066 -4.112
C -0.549 2.370 -2.363
O -0.806 1.531 -1.514
N -0.449 2.144 -3.693
N -0.153 3.630 -1.978
H -0.832 1.294 -4.060
H -0.024 2.845 -4.266
H 0.201 4.264 -2.666
H -0.134 3.794 -0.987
*
```

Here is the molecule C9H17NO2 from the Open Molecules 2025 dataset. Energies are from the ωB97M-V functional and the def2-TZVPD basis.

Results
**M**: 171.2 g mol⁻¹
**SMILES string**: CCOC(=O)CN1CCCCC1
**Gap between HOMO and LUMO**: 9.7717 eV
**Energy above the lowest of the compared OMol25 structures with the same formula, charge and spin**: 0.000 eV
**Energy**: -558.3763 hartree

```
! RIJCOSX wB97M-V def2-TZVPD def2/J DEFGRID3
* xyz 0 1
C -3.651 -1.403 -0.194
C -3.779 0.058 0.212
H -4.141 0.654 -0.633
H -4.449 0.174 1.066
O -2.527 0.593 0.648
C -1.670 0.988 -0.301
O -1.900 0.938 -1.478
C -0.391 1.523 0.321
N 0.751 0.760 -0.141
C 0.697 -0.618 0.313
C 1.811 -1.429 -0.340
C 3.167 -0.822 0.001
C 3.169 0.642 -0.421
C 2.008 1.378 0.239
H 1.993 2.418 -0.097
H 2.143 1.374 1.337
H 4.109 1.123 -0.144
H 3.052 0.707 -1.503
H 3.965 -1.366 -0.508
H 3.342 -0.895 1.077
H 1.666 -1.410 -1.421
H 1.755 -2.465 0.000
H -0.272 -1.036 0.032
H 0.789 -0.679 1.415
H -0.502 1.511 1.421
H -0.271 2.556 -0.015
H -2.994 -1.491 -1.056
H -3.242 -1.988 0.626
H -4.629 -1.795 -0.457
*
```

Here is the molecule C16H23ClN6O in a non-equilibrium geometry from the Open Molecules 2025 dataset. Energies are from the ωB97M-V functional and the def2-TZVPD basis.

Results
**M**: 350.9 g mol⁻¹
**SMILES string**: CC(C)N(C)Cc1nnnn1CC(=O)N(C)Cc1cccc(Cl)c1
**Gap between HOMO and LUMO**: 9.4541 eV
**Energy above the lowest of the compared OMol25 structures with the same formula, charge and spin**: 0.000 eV
**Energy**: -1487.4370 hartree

```
! RIJCOSX wB97M-V def2-TZVPD def2/J DEFGRID3
* xyz 0 1
C -2.943 -3.131 -1.945
H -3.059 -3.941 -1.229
H -2.733 -3.564 -2.919
H -3.882 -2.585 -2.011
C -1.790 -2.204 -1.540
N -2.007 -1.470 -0.292
C -2.124 -2.286 0.903
H -1.225 -2.885 1.020
H -3.001 -2.947 0.885
H -2.220 -1.624 1.763
C -3.112 -0.523 -0.380
C -2.861 0.610 0.546
N -2.989 0.612 1.854
N -2.607 1.808 2.276
N -2.254 2.546 1.310
N -2.398 1.836 0.183
C -2.066 2.368 -1.107
H -1.833 3.426 -0.976
C -0.891 1.579 -1.708
O -1.084 0.799 -2.622
N 0.307 1.774 -1.134
C 0.597 2.814 -0.169
H -0.097 2.809 0.672
H 0.569 3.800 -0.642
H 1.597 2.647 0.223
C 1.421 0.935 -1.535
C 1.964 0.171 -0.355
C 1.092 -0.456 0.528
C 1.585 -1.142 1.624
C 2.949 -1.219 1.851
C 3.813 -0.599 0.964
C 3.332 0.100 -0.131
H 4.023 0.581 -0.807
Cl 5.520 -0.684 1.228
H 3.339 -1.751 2.704
H 0.902 -1.620 2.308
H 0.027 -0.421 0.350
H 1.037 0.242 -2.291
H 2.205 1.550 -1.989
H -2.919 2.261 -1.783
H -4.078 -0.982 -0.108
H -3.172 -0.143 -1.402
C -0.483 -2.995 -1.484
H -0.588 -3.890 -0.877
H -0.207 -3.300 -2.491
H 0.317 -2.383 -1.076
H -1.676 -1.431 -2.309
*
```

Here is C41H45Br2F9N2O5S as an isolated structure in a non-equilibrium geometry from the Open Molecules 2025 dataset. Energies are from the ωB97M-V functional and the def2-TZVPD basis.

Results
**M**: 1008.7 g mol⁻¹
**Gap between HOMO and LUMO**: 8.8241 eV
**Energy above the lowest of the compared OMol25 structures with the same formula, charge and spin**: 0.000 eV
**Energy**: -8519.8630 hartree

```
! RIJCOSX wB97M-V def2-TZVPD def2/J DEFGRID3
* xyz 0 1
C 2.834 3.567 0.617
O 3.859 3.375 -0.343
C 3.351 2.951 -1.598
C 4.473 2.392 -2.487
C 5.286 1.294 -1.761
C 4.371 0.250 -1.087
C 5.062 -1.129 -0.976
C 4.040 -2.110 -0.331
C 3.254 -2.934 -1.391
C 1.717 -2.785 -1.221
C 1.132 -3.814 -0.277
C 1.227 -5.152 -0.621
C 0.713 -6.128 0.185
C 0.096 -5.855 1.395
C -0.478 -6.976 2.261
Br -2.380 -6.594 2.682
C -0.456 -8.358 1.529
C -0.929 -9.494 2.477
Br -1.765 -8.332 0.036
C 0.028 -4.524 1.774
C 0.525 -3.540 0.932
C 0.369 -2.118 1.411
O 1.210 -1.249 1.264
C -0.923 -1.837 2.145
C -1.638 -0.675 1.978
C -1.179 0.404 0.990
C -1.641 -0.034 -0.407
C -1.409 1.058 -1.496
F -0.114 0.950 -1.857
F -1.674 2.243 -0.891
C -2.407 0.769 -2.649
F -2.363 -0.555 -2.879
F -3.657 1.022 -2.272
S -2.057 1.645 -4.286
F -3.383 2.527 -4.130
F -2.959 0.548 -5.033
F -0.783 0.756 -4.570
F -1.207 2.792 -3.589
F -1.820 2.356 -5.679
C -2.804 -0.452 2.683
C -3.253 -1.411 3.559
C -2.559 -2.595 3.751
C -3.127 -3.601 4.748
O -2.271 -3.739 5.878
O -2.277 -2.519 6.571
C -1.399 -2.808 3.026
C -0.571 -4.076 3.106
O -0.334 -4.698 4.123
H 1.906 3.028 0.387
H 3.198 3.214 1.589
H 2.621 4.644 0.701
H 2.518 2.239 -1.503
H 2.944 3.847 -2.102
H 5.110 3.238 -2.766
H 3.963 1.978 -3.367
H 5.844 1.794 -0.960
H 5.984 0.855 -2.483
H 4.147 0.577 -0.067
H 3.462 0.122 -1.693
H 5.274 -1.504 -1.985
H 5.982 -1.061 -0.386
H 4.532 -2.818 0.347
H 3.312 -1.521 0.235
H 3.530 -3.993 -1.370
H 3.528 -2.566 -2.390
H 1.268 -2.965 -2.210
H 1.470 -1.758 -0.950
H 1.722 -5.427 -1.549
H 0.838 -7.140 -0.181
H 0.051 -7.083 3.209
H 0.541 -8.577 1.150
H -0.706 -9.231 3.514
H -2.003 -9.629 2.334
H -0.472 -10.435 2.157
H -0.105 0.583 1.058
H -1.664 1.322 1.338
H -1.049 -0.909 -0.701
H -2.689 -0.350 -0.400
H -3.361 0.470 2.529
H -4.161 -1.247 4.135
H -4.066 -3.186 5.142
H -3.329 -4.579 4.311
H -1.398 -2.126 6.462
N 0.055 7.903 -2.344
C -0.165 6.590 -2.289
C -0.896 5.889 -3.236
C -1.433 6.593 -4.301
C -1.217 7.959 -4.377
C -0.469 8.562 -3.378
H 0.273 6.082 -1.436
H -1.042 4.823 -3.142
H -2.011 6.083 -5.062
H -1.620 8.545 -5.192
H -0.272 9.628 -3.398
N -3.211 4.162 2.251
C -2.537 4.158 1.099
C -2.070 5.303 0.474
C -2.318 6.526 1.075
C -3.017 6.554 2.270
C -3.438 5.349 2.814
H -2.370 3.185 0.665
H -1.529 5.237 -0.458
H -1.970 7.444 0.617
H -3.232 7.488 2.771
H -3.986 5.323 3.750
*
```

Here is the molecule C3H5NS in a non-equilibrium geometry from the Open Molecules 2025 dataset. Energies are from the ωB97M-V functional and the def2-TZVPD basis.

Results
**M**: 87.1 g mol⁻¹
**SMILES string**: C=CNC=S
**Gap between HOMO and LUMO**: 8.3599 eV
**Energy above the lowest of the compared OMol25 structures with the same formula, charge and spin**: 2.796 eV
**Energy**: -570.1318 hartree

```
! RIJCOSX wB97M-V def2-TZVPD def2/J DEFGRID3
* xyz 0 1
C -0.808 1.501 2.563
C 0.117 0.926 1.608
C 0.364 -0.709 -0.297
H -0.564 1.737 3.647
H -1.619 2.230 2.441
H 0.913 0.223 2.006
H -0.927 1.015 -0.464
H 0.995 -1.224 0.361
N 0.023 0.593 0.109
S 0.188 -1.152 -2.000
*
```

Here is a 3-piece molecular cluster, C14H29ClIN2O4S4 overall in a non-equilibrium geometry from the Open Molecules 2025 dataset. Energies are from the ωB97M-V functional and the def2-TZVPD basis.

Results
**M**: 580.0 g mol⁻¹
**Gap between HOMO and LUMO**: 6.2524 eV
**Energy**: -3311.8774 hartree

```
! RIJCOSX wB97M-V def2-TZVPD def2/J DEFGRID3
* xyz -1 1
C -2.672 1.669 1.723
C -3.155 0.207 1.353
N -3.222 -0.034 -0.096
C -4.299 -0.971 -0.477
C -4.215 -2.405 0.179
C -1.947 -0.385 -0.665
S -0.941 -1.555 -0.061
S -1.370 0.468 -2.191
C 0.310 1.153 -1.880
C 1.108 1.519 -3.182
C 1.367 0.340 -4.188
C 2.343 -0.767 -3.676
Cl 1.554 -1.880 -2.436
N 3.558 -0.256 -3.021
I 4.568 1.119 -4.176
C 2.668 -1.725 -4.914
O 3.755 -2.324 -5.008
O 1.735 -1.871 -5.778
H -2.535 1.671 2.836
H -3.543 2.335 1.497
H -1.754 1.979 1.175
H -4.214 0.145 1.731
H -2.581 -0.555 1.935
H -4.404 -1.105 -1.582
H -5.253 -0.511 -0.099
H -5.252 -2.843 0.148
H -3.520 -3.040 -0.415
H -3.916 -2.403 1.252
H 0.158 2.120 -1.323
H 0.881 0.492 -1.185
H 2.039 2.057 -2.870
H 0.486 2.284 -3.729
H 1.773 0.724 -5.159
H 0.387 -0.129 -4.426
H 4.190 -1.067 -2.979
C -1.762 3.462 5.493
S -2.905 4.661 4.781
O -3.332 4.135 3.458
C -1.668 5.937 4.478
H -2.318 2.555 5.725
H -0.972 3.232 4.777
H -1.333 3.869 6.409
H -0.884 5.547 3.827
H -1.241 6.263 5.428
H -2.157 6.781 3.993
C 4.153 -4.293 -0.977
S 3.524 -3.672 0.594
O 3.630 -2.190 0.563
C 4.891 -4.285 1.600
H 3.466 -3.986 -1.767
H 5.141 -3.874 -1.172
H 4.204 -5.382 -0.943
H 5.833 -3.867 1.240
H 4.920 -5.375 1.549
H 4.726 -3.975 2.631
*
```

Here is C24H33Cl2MnN6O3PS2 as an isolated structure from the Open Molecules 2025 dataset. Energies are from the ωB97M-V functional and the def2-TZVPD basis.

Results
**M**: 674.5 g mol⁻¹
**Gap between HOMO and LUMO (spin up / spin down)**: 7.0459 / 7.3513 eV
**Energy above the lowest of the compared OMol25 structures with the same formula, charge and spin**: 0.000 eV
**Energy**: -4697.5494 hartree

```
! RIJCOSX wB97M-V def2-TZVPD def2/J DEFGRID3
* xyz 1 5
Mn -0.859 0.552 -0.329
Cl -2.738 -1.017 2.728
C -1.552 0.029 3.463
Cl -0.706 1.082 2.277
H -0.785 -0.566 3.946
H -2.040 0.704 4.158
C -1.730 -1.122 -0.650
C -2.284 -2.185 -0.852
C -2.925 -3.463 -1.015
C -2.172 -4.632 -0.910
C -2.782 -5.868 -1.049
C -4.146 -5.943 -1.296
C -4.901 -4.782 -1.400
C -4.295 -3.544 -1.262
H -1.110 -4.560 -0.713
H -2.195 -6.772 -0.966
H -4.623 -6.908 -1.408
H -5.963 -4.841 -1.592
H -4.877 -2.637 -1.343
N -0.072 7.343 3.875
C 0.157 6.506 2.817
C 0.747 5.248 3.020
C 0.947 4.391 1.963
C 0.554 4.763 0.678
C -0.017 6.013 0.461
C -0.215 6.875 1.520
S 0.791 3.673 -0.656
O 0.512 4.395 -1.865
O 2.008 2.943 -0.467
N -0.394 2.541 -0.479
C -1.655 2.764 -0.922
S -2.492 4.084 -1.610
C -3.913 3.086 -1.717
C -3.682 1.836 -1.276
N -2.395 1.665 -0.817
H 0.389 7.164 4.749
H -0.298 8.304 3.693
H 1.057 4.962 4.017
H 1.424 3.434 2.127
H -0.283 6.315 -0.542
H -0.650 7.851 1.347
H -4.829 3.480 -2.120
H -4.376 1.013 -1.248
C 0.756 -2.690 1.458
N 1.955 -2.131 0.843
C 3.197 -2.708 1.340
P 1.863 -1.286 -0.551
O 0.873 -0.137 -0.417
N 1.378 -2.267 -1.757
C 0.965 -1.713 -3.041
C 1.668 -3.692 -1.792
N 3.317 -0.633 -0.879
C 3.865 0.395 0.005
C 4.273 -1.214 -1.808
H 0.806 -2.558 2.540
H 0.672 -3.763 1.255
H -0.143 -2.201 1.083
H 3.259 -2.564 2.420
H 4.058 -2.230 0.884
H 3.245 -3.783 1.139
H 0.709 -0.660 -2.941
H 0.085 -2.249 -3.399
H 1.761 -1.806 -3.786
H 1.900 -4.069 -0.799
H 2.511 -3.919 -2.453
H 0.795 -4.229 -2.168
H 3.062 0.890 0.543
H 4.372 1.151 -0.593
H 4.583 -0.035 0.711
H 3.794 -1.947 -2.452
H 5.099 -1.702 -1.281
H 4.688 -0.427 -2.439
*
```